Density functional theory data (ωB97M-V/def2-TZVPD) for C24H41Br2F4KN2NaO8P as an isolated structure in a non-equilibrium geometry.

Atoms and positions in Å:
C (-0.44717, -3.24206, -0.62695)
C (-1.74738, -2.50587, -1.00294)
C (-3.03867, -3.00451, -0.68939)
C (-4.12246, -2.23945, -1.08623)
C (-3.97367, -1.04510, -1.78250)
C (-5.25805, -0.28736, -2.15313)
C (-5.26650, 0.18287, -3.63767)
C (-5.49621, 0.89393, -1.15945)
C (-2.71700, -0.56412, -2.10244)
O (-2.60648, 0.63248, -2.80289)
C (-1.89952, 1.58476, -2.05316)
P (-0.04994, 1.58180, -2.26345)
C (0.60470, 1.37527, -3.95091)
C (0.23199, 0.02846, -4.64923)
C (1.43795, -0.35449, -5.57645)
Br (-1.31684, 0.24136, -5.85631)
C (-1.62534, -1.31120, -1.68128)
H (-0.74821, -4.20310, -0.19444)
H (0.06503, -3.48417, -1.56935)
H (0.16721, -2.64512, 0.06024)
H (-3.10697, -3.95554, -0.16877)
H (-5.10867, -2.63468, -0.83979)
H (-6.08947, -0.99357, -2.02813)
H (-6.31109, 0.28626, -3.96314)
H (-4.74894, -0.55942, -4.25376)
H (-4.80724, 1.17288, -3.71698)
H (-4.61781, 1.07725, -0.52533)
H (-6.31693, 0.64206, -0.46865)
H (-5.81222, 1.81363, -1.67183)
H (-2.09403, 1.38438, -0.98107)
H (-2.30520, 2.59034, -2.23822)
H (0.37054, 2.86784, -1.84914)
H (0.47226, 0.68634, -1.31608)
H (1.69580, 1.38432, -3.84918)
H (0.28957, 2.22647, -4.65111)
H (0.11293, -0.82563, -3.97499)
H (1.53218, 0.45885, -6.29865)
H (2.36019, -0.43134, -4.98309)
H (1.20375, -1.30533, -6.06353)
H (-0.60470, -0.98480, -1.88234)
C (0.85779, 1.42740, 3.22002)
C (1.09706, 1.94894, 1.81775)
O (1.18803, 1.17170, 0.90669)
C (1.20708, 3.43878, 1.63184)
H (0.80639, 0.33563, 3.18308)
H (1.67735, 1.71570, 3.87902)
H (-0.09179, 1.82309, 3.60247)
H (2.04675, 3.82718, 2.21058)
H (0.28163, 3.92420, 1.94890)
H (1.37623, 3.65770, 0.57987)
C (-1.01756, 3.81692, 6.38492)
O (-0.65139, 4.02178, 5.02608)
H (-0.20254, 3.30695, 6.89606)
H (-1.19715, 4.77456, 6.86065)
H (-1.91879, 3.20323, 6.43868)
H (-1.38757, 4.47280, 4.59516)
Br (2.04244, 2.99142, -5.26424)
Na (-0.75211, -0.14480, 4.42568)
F (4.03990, -0.23960, -6.14979)
C (3.80001, -1.05944, -0.56854)
C (3.53385, -2.47479, -1.03688)
O (4.59419, -3.35765, -0.62161)
C (4.52309, -3.79840, 0.62195)
O (3.66854, -3.52123, 1.41636)
C (5.68259, -4.76227, 0.90528)
F (6.84805, -4.28921, 0.44726)
F (5.47469, -5.94712, 0.32113)
F (5.83080, -4.98154, 2.21502)
H (4.77879, -0.72159, -0.91100)
H (3.03747, -0.38130, -0.95205)
H (3.80146, -0.99936, 0.52186)
H (3.51285, -2.50245, -2.12460)
H (2.57049, -2.84156, -0.68455)
K (-0.75448, 6.40716, 7.47842)
N (-1.85326, -5.21719, -3.51254)
O (-1.78882, -5.55661, -2.30605)
O (-2.87180, -5.47099, -4.17672)
O (-0.88960, -4.61737, -4.03399)
C (3.34197, 2.95236, 9.21010)
C (2.73077, 4.28329, 9.24910)
N (2.26147, 5.33860, 9.27991)
H (3.43066, 2.55794, 10.22060)
H (2.72526, 2.27911, 8.61755)
H (4.33257, 3.01498, 8.76350)

Force components x, y, z for each atom (eV/Å):
-1.375 -0.205 -0.517
0.044 -0.782 0.737
1.543 0.777 -0.361
0.213 -0.830 0.408
-1.650 0.516 -0.354
0.429 0.331 -0.201
-0.420 -0.033 0.725
-0.499 -0.305 0.103
-0.270 -0.956 0.344
0.617 0.123 0.547
-0.334 0.137 0.807
-0.186 0.240 -1.273
-2.313 -2.046 0.474
1.469 -0.204 -0.645
-1.123 0.384 0.584
0.032 -0.061 0.686
0.593 0.552 -0.271
0.412 0.189 0.061
0.089 0.057 0.333
-0.028 -0.159 -0.159
-0.236 0.132 -0.217
0.044 0.355 -0.255
0.278 0.092 -0.038
0.252 -0.105 -0.062
-0.118 0.345 -0.085
0.120 -0.346 -0.216
-0.104 0.135 -0.314
0.247 0.055 -0.121
0.279 -0.175 0.078
0.253 0.200 -0.206
0.310 -0.240 -0.389
-0.113 -0.338 0.109
0.015 0.271 -0.104
-0.293 0.033 0.416
0.063 -0.818 1.461
-0.660 0.270 -0.098
0.407 -0.399 -0.031
-0.059 0.008 -0.406
0.210 0.207 0.041
-0.267 -0.099 -0.200
-0.114 -0.180 0.197
0.042 0.028 -0.286
-0.035 -0.116 -0.115
0.021 -0.108 -0.142
0.513 0.093 -0.444
-0.143 0.091 0.126
0.228 0.440 0.045
-0.108 0.073 0.096
0.081 0.051 0.144
0.023 -0.037 0.017
-0.272 -0.491 -0.633
0.104 0.254 0.260
0.037 0.045 -0.047
-0.701 -2.343 -0.601
-0.007 0.045 0.300
0.045 -0.155 -0.209
1.979 2.647 -1.705
-0.432 -0.502 0.163
0.162 -0.095 0.178
0.261 -0.025 0.312
-0.470 0.563 -0.426
0.184 -0.338 0.209
-0.529 0.476 -0.557
0.195 -0.184 0.372
0.708 -0.525 0.116
-0.144 0.171 -0.012
-0.220 0.114 -0.046
-0.228 0.172 0.020
-0.086 0.024 -0.160
0.018 -0.039 -0.063
-0.121 -0.023 -0.006
0.243 -0.208 0.025
0.136 -0.143 0.154
1.019 2.685 1.139
-0.007 0.135 -0.178
-0.025 -0.002 0.334
0.011 -0.008 0.066
0.009 0.091 0.138
-0.033 0.196 0.056
-0.198 0.626 0.030
-0.016 -0.844 -0.272
-0.003 0.015 0.000
0.005 0.002 0.009
-0.005 0.020 0.006

Computed properties:
- frontier orbital gap (eV) = 1.2
- HOMO energy (eV) = -5.1

Density functional theory data (ωB97M-V/def2-TZVPD) for C24H41F3O3P2RhS as an isolated structure in a non-equilibrium geometry.

Atoms and positions in Å:
Rh (0.79245, -2.34310, 0.61323)
C (-0.97773, -2.07648, 1.93795)
C (-0.59008, -3.43962, 1.75725)
C (1.21461, -2.28745, 2.62630)
C (0.10128, -1.39127, 2.54532)
C (0.76245, -3.58596, 2.19822)
C (-2.35114, -1.53794, 1.67873)
H (-2.61972, -1.69326, 0.62680)
H (-2.40894, -0.46874, 1.89654)
H (-3.12068, -2.03143, 2.28918)
C (0.09017, -0.03042, 3.13182)
H (-0.80524, 0.53378, 2.87221)
H (0.96162, 0.52493, 2.76869)
H (0.15934, -0.04438, 4.22663)
C (2.47663, -2.00391, 3.36708)
H (2.28438, -1.94939, 4.44478)
H (2.89987, -1.04523, 3.06098)
H (3.19664, -2.79877, 3.18832)
C (1.52563, -4.86239, 2.35044)
H (1.67517, -5.10382, 3.40841)
H (2.50638, -4.76451, 1.87797)
H (0.96857, -5.67104, 1.87576)
C (-1.45443, -4.54663, 1.25252)
H (-1.36079, -5.42861, 1.89150)
H (-1.15435, -4.83631, 0.23994)
H (-2.50029, -4.23702, 1.22606)
C (-1.17682, 3.11054, 0.67907)
C (-2.21682, 2.26208, 0.64602)
C (-3.09159, 1.78823, -0.48391)
C (-2.61344, 2.03586, -1.94838)
C (-1.57124, 0.99346, -2.27917)
C (-0.43323, 1.07021, -1.25018)
C (0.38540, 2.32416, -1.17619)
C (-0.31045, 3.51976, -0.48759)
H (-4.11934, 2.18349, -0.38935)
H (-2.16799, 3.02862, -2.04940)
H (-3.22581, 0.70109, -0.33032)
H (-0.87133, 4.11812, -1.21836)
H (-0.87703, 3.58273, 1.62612)
H (-2.55613, 1.86691, 1.60627)
H (0.51936, 4.14983, -0.14965)
H (1.28794, 2.07710, -0.60782)
H (-0.77355, 0.76601, -0.25301)
H (0.74238, 2.66203, -2.15511)
H (-3.45723, 1.93188, -2.65729)
H (-2.05463, -0.00335, -2.27079)
P (-0.55590, 0.86432, -3.77725)
C (-0.42022, 2.60305, -4.30997)
C (-1.45070, 0.14526, -5.15001)
P (0.72459, -0.57800, -1.48347)
C (0.93220, 0.00266, -3.35147)
C (-0.02147, -2.20225, -1.77072)
C (2.42708, -0.39445, -0.95298)
H (0.40178, 3.17410, -3.87023)
H (-1.35378, 3.16397, -4.16129)
H (-0.25276, 2.52938, -5.38930)
H (-1.06384, 0.68928, -6.02574)
H (-2.52684, 0.33981, -5.03549)
H (-1.24504, -0.92767, -5.24685)
H (2.98702, 0.12860, -1.73594)
H (2.86975, -1.38395, -0.77573)
H (2.46817, 0.19904, -0.02579)
H (1.78394, 0.69648, -3.46020)
H (1.12059, -0.83178, -4.05078)
H (0.49079, -3.00727, -1.17990)
H (0.16429, -2.42544, -2.83077)
H (-1.10208, -2.18175, -1.58254)
F (2.44298, 1.95601, 4.38926)
C (2.17602, 2.98723, 3.53864)
F (0.81967, 3.11427, 3.46514)
F (2.67267, 4.11907, 4.07309)
S (2.87185, 2.61918, 1.84094)
O (2.48232, 3.75499, 1.04730)
O (4.30826, 2.42996, 2.10166)
O (2.15840, 1.36607, 1.50680)

Force components x, y, z for each atom (eV/Å):
1.714 1.847 -3.537
-0.993 -0.423 1.032
-1.159 -0.556 0.664
-0.123 0.074 2.135
-0.244 0.318 1.504
0.248 -0.901 1.513
-0.030 0.102 -0.218
-0.125 0.066 0.126
0.068 -0.147 -0.093
0.291 -0.008 -0.104
0.199 0.379 -0.204
0.042 -0.025 -0.054
-0.285 -0.038 0.131
-0.009 -0.272 -0.124
0.082 0.143 -0.131
-0.018 -0.035 -0.122
0.072 -0.038 0.036
0.165 0.063 0.050
-0.065 0.106 -0.170
-0.040 0.020 -0.138
-0.053 -0.215 0.103
0.225 -0.084 0.051
-0.042 -0.032 -0.175
-0.096 0.081 -0.071
-0.163 -0.140 0.087
0.056 -0.108 -0.004
-0.102 0.193 0.039
-0.022 0.835 0.595
-0.009 -0.552 -0.688
-0.467 0.092 -0.260
1.371 -1.637 0.563
0.426 -2.975 1.065
0.598 0.094 0.012
-0.017 0.432 -0.167
0.523 0.157 0.182
-0.430 -0.137 -0.026
-0.045 0.163 -0.282
0.120 -0.105 0.100
-0.008 -0.870 -0.214
-0.264 0.540 -0.018
-0.337 -0.033 0.132
-0.150 0.228 0.142
-0.176 0.567 -0.232
-0.021 -0.174 0.329
0.246 0.245 0.412
0.067 0.142 0.467
-1.363 2.057 -0.540
0.614 -0.015 -0.841
0.123 -0.172 -0.261
-0.700 2.492 0.619
0.305 -0.416 -0.748
0.015 -0.232 -1.725
0.613 -0.056 -0.267
-0.206 -0.221 -0.142
0.169 -0.437 0.112
0.105 0.381 0.080
-0.343 -0.502 0.046
0.330 -0.107 -0.106
-0.216 0.254 -0.030
0.229 -0.071 0.088
0.026 0.154 -0.086
-0.076 -0.162 -0.132
-0.321 -0.227 0.390
-0.165 0.375 0.197
-0.312 0.069 -0.739
-0.348 -0.461 -0.206
0.359 -0.113 0.091
-0.247 0.775 -0.558
0.000 0.004 0.278
0.718 -0.054 0.161
-0.366 -0.868 -0.426
2.029 -0.749 1.166
-0.159 0.022 -0.202
-2.132 0.284 -0.498
0.299 0.613 -0.159

Computed properties:
- multiplicity = 5
- total charge = +1
- frontier orbital gap (spin up / spin down) (eV) = 6.2 / 6.3
- energy above the lowest of the compared OMol25 structures with the same formula, charge and spin (kJ/mol) = 0.0
- HOMO energy (spin up / spin down) (eV) = -8.8 / -11.3